Arrangement a

Density functional theory data (ωB97M-V/def2-TZVPD) for a cluster of 2 separate species, H4O2 in total.

Structure (XYZ):
```
6
Properties=species:S:1:pos:R:3:nbo_charge:R:1
H 0.55 0.06 1.20 0.483
H 1.62 1.01 0.60 0.472
H -1.69 -0.83 -0.84 0.466
H -0.36 -0.15 -0.96 0.483
O 0.63 0.93 0.77 -0.952
O -0.75 -1.02 -0.77 -0.951
```

- Spin multiplicity: 1
- Kohn-Sham gap: 0.44558 hartree
- SMILES: O.O

***

Arrangement b

Density functional theory data (ωB97M-V/def2-TZVPD) for a cluster of 2 separate species, H4O2 in total.

Structure (XYZ):
```
6
Properties=species:S:1:pos:R:3:nbo_charge:R:1
H -0.61 -1.24 -0.24 0.473
H -1.90 -0.68 -0.95 0.478
H 1.87 0.38 0.55 0.453
H 0.45 0.80 0.71 0.477
O -1.14 -0.38 -0.44 -0.950
O 1.34 1.11 0.36 -0.931
```

- Spin multiplicity: 1
- Kohn-Sham gap: 0.43138 hartree
- SMILES: O.O

***

Which structure wins on stability? arrangement a wins.

***

Arrangement a

Density functional theory data (ωB97M-V/def2-TZVPD) for a cluster of 2 separate species, H4O2 in total.

Structure (XYZ):
```
6
Properties=species:S:1:pos:R:3:nbo_charge:R:1
H -1.25 0.32 1.53 0.475
H -0.23 -0.55 0.87 0.481
H 0.25 -0.35 -1.67 0.470
H 0.80 0.38 -0.41 0.486
O -0.62 0.38 0.85 -0.953
O 1.05 -0.18 -1.16 -0.959
```

- Spin multiplicity: 1
- Kohn-Sham gap: 0.43914 hartree
- SMILES: O.O

***

Arrangement b

Density functional theory data (ωB97M-V/def2-TZVPD) for a cluster of 2 separate species, H4O2 in total.

Structure (XYZ):
```
6
Properties=species:S:1:pos:R:3:nbo_charge:R:1
H -1.75 -0.49 0.64 0.456
H -0.49 -0.29 -0.19 0.490
H 2.04 -0.51 0.23 0.479
H 1.17 0.67 0.62 0.485
O -1.43 0.07 -0.07 -0.966
O 1.30 0.01 -0.09 -0.944
```

- Spin multiplicity: 1
- Kohn-Sham gap: 0.42489 hartree
- SMILES: O.O

***

Arrangement c

Density functional theory data (ωB97M-V/def2-TZVPD) for a cluster of 2 separate species, H4O2 in total.

Structure (XYZ):
```
6
Properties=species:S:1:pos:R:3:nbo_charge:R:1
H -0.05 0.57 -0.09 0.496
H -0.32 1.22 -1.70 0.456
H 0.83 -0.96 1.18 0.493
H -0.71 -1.32 0.91 0.489
O 0.09 1.51 -0.68 -1.000
O 0.15 -1.01 0.38 -0.934
```

- Spin multiplicity: 1
- Kohn-Sham gap: 0.38715 hartree
- SMILES: O.O

***

Arrangement d

Density functional theory data (ωB97M-V/def2-TZVPD) for a cluster of 2 separate species, H4O2 in total.

Structure (XYZ):
```
6
Properties=species:S:1:pos:R:3:nbo_charge:R:1
O -0.33 -0.64 -0.97 -0.954
H 0.42 -1.19 -0.71 0.479
H -0.61 -0.98 -1.83 0.477
O 0.11 0.83 1.55 -0.950
H 0.88 1.29 1.19 0.463
H -0.46 0.69 0.78 0.486
```

- Spin multiplicity: 1
- Kohn-Sham gap: 0.43536 hartree
- SMILES: O.O

***

Which structure wins on stability? arrangement d wins.

***

Arrangement a

Density functional theory data (ωB97M-V/def2-TZVPD) for a cluster of 2 separate species, H4O2 in total.

Structure (XYZ):
```
6
Properties=species:S:1:pos:R:3:nbo_charge:R:1
H -0.53 -1.21 1.24 0.456
H -0.15 0.18 0.96 0.471
H 0.60 -0.13 -1.70 0.476
H 0.77 1.12 -0.87 0.468
O -0.86 -0.33 1.36 -0.934
O 0.17 0.38 -1.00 -0.939
```

- Spin multiplicity: 1
- Kohn-Sham gap: 0.41951 hartree
- SMILES: O.O

***

Arrangement b

Density functional theory data (ωB97M-V/def2-TZVPD) for a cluster of 2 separate species, H4O2 in total.

Structure (XYZ):
```
6
Properties=species:S:1:pos:R:3:nbo_charge:R:1
H 0.91 -0.65 -0.24 0.487
H 1.57 0.75 0.08 0.465
H -1.50 -0.54 0.64 0.472
H -1.32 0.79 -0.09 0.472
O 1.76 -0.18 -0.15 -0.955
O -1.41 -0.17 -0.24 -0.942
```

- Spin multiplicity: 1
- Kohn-Sham gap: 0.43625 hartree
- SMILES: O.O

***

Which structure wins on stability? arrangement b wins.

***

Arrangement a

Density functional theory data (ωB97M-V/def2-TZVPD) for a cluster of 2 separate species, H4O2 in total.

Structure (XYZ):
```
6
Properties=species:S:1:pos:R:3:nbo_charge:R:1
H -2.57 0.30 -0.17 0.464
H -1.07 0.09 -0.37 0.472
H 1.51 0.69 0.33 0.468
H 2.37 -0.57 0.29 0.470
O -1.84 -0.29 0.03 -0.936
O 1.60 -0.22 -0.12 -0.938
```

- Spin multiplicity: 1
- Kohn-Sham gap: 0.44623 hartree
- SMILES: O.O

***

Arrangement b

Density functional theory data (ωB97M-V/def2-TZVPD) for a cluster of 2 separate species, H4O2 in total.

Structure (XYZ):
```
6
Properties=species:S:1:pos:R:3:nbo_charge:R:1
H 0.93 -0.39 -0.01 0.460
H 1.61 0.95 0.13 0.471
H -1.99 -0.34 -0.47 0.468
H -0.99 -0.47 0.53 0.453
O 1.77 0.03 -0.11 -0.933
O -1.33 0.23 -0.07 -0.920
```

- Spin multiplicity: 1
- Kohn-Sham gap: 0.43889 hartree
- SMILES: O.O

***

Arrangement c

Density functional theory data (ωB97M-V/def2-TZVPD) for a cluster of 2 separate species, H4O2 in total.

Structure (XYZ):
```
6
Properties=species:S:1:pos:R:3:nbo_charge:R:1
H 1.25 0.89 0.11 0.456
H -0.10 1.43 -0.26 0.470
H -0.24 -1.70 0.03 0.482
H -0.15 -0.27 0.79 0.457
O 0.63 0.89 -0.62 -0.917
O -0.73 -0.93 0.54 -0.948
```

- Spin multiplicity: 1
- Kohn-Sham gap: 0.42106 hartree
- SMILES: O.O

***

Which structure wins on stability? arrangement a wins.

***

Arrangement a

Density functional theory data (ωB97M-V/def2-TZVPD) for a cluster of 2 separate species, H4O2 in total.

Structure (XYZ):
```
6
Properties=species:S:1:pos:R:3:nbo_charge:R:1
H 0.93 1.85 0.65 0.459
H 0.13 0.54 0.23 0.488
H 0.26 -1.63 -0.25 0.475
H -1.13 -1.25 -0.70 0.488
O 0.02 1.39 0.70 -0.976
O -0.21 -0.91 -0.62 -0.935
```

- Spin multiplicity: 1
- Kohn-Sham gap: 0.41276 hartree
- SMILES: O.O

***

Arrangement b

Density functional theory data (ωB97M-V/def2-TZVPD) for a cluster of 2 separate species, H4O2 in total.

Structure (XYZ):
```
6
Properties=species:S:1:pos:R:3:nbo_charge:R:1
H 1.67 -1.16 0.64 0.461
H 0.68 -0.02 0.37 0.490
O 1.62 -0.20 0.53 -0.963
H -1.47 -0.09 -1.06 0.480
H -1.37 1.20 -0.26 0.480
O -1.15 0.26 -0.22 -0.949
```

- Spin multiplicity: 1
- Kohn-Sham gap: 0.42328 hartree
- SMILES: O.O

***

Which structure wins on stability? arrangement b wins.

***

Arrangement a

Density functional theory data (ωB97M-V/def2-TZVPD) for a cluster of 2 separate species, C2H4NO2 in total.

Structure (XYZ):
```
9
Properties=species:S:1:pos:R:3:nbo_charge:R:1
C -1.55 0.49 -2.27 1.001
C -0.09 0.13 0.23 -0.409
N 0.31 0.48 -1.09 -0.960
O -1.47 1.40 -3.02 -0.661
O -2.17 -0.45 -1.88 -0.678
H 0.78 -0.08 0.90 0.124
H -0.63 0.98 0.67 0.154
H -0.77 -0.75 0.31 0.137
H 0.72 -0.35 -1.53 0.291
```

- Charge: -1
- Spin multiplicity: 1
- Kohn-Sham gap: 0.25303 hartree

***

Arrangement b

Density functional theory data (ωB97M-V/def2-TZVPD) for the ion C2H4NO2 with charge -1.

Structure (XYZ):
```
9
Properties=species:S:1:pos:R:3:nbo_charge:R:1
C -0.41 0.71 0.26 -0.331
C -0.10 -0.63 -0.36 0.150
N -1.25 -0.42 0.47 -0.187
O -2.42 -0.58 -0.26 -0.836
O 1.12 -1.48 0.00 -0.764
H 0.21 0.85 1.14 0.163
H -0.72 1.55 -0.28 0.183
H -0.37 -0.94 -1.33 0.176
H 1.60 -0.82 0.54 0.447
```

- Charge: -1
- Spin multiplicity: 1
- Kohn-Sham gap: 0.22081 hartree
- SMILES: [O-]N1C[C@H]1O

***

Arrangement c

Density functional theory data (ωB97M-V/def2-TZVPD) for a structure of composition C2H4NO2.

Structure (XYZ):
```
9
Properties=species:S:1:pos:R:3:nbo_charge:R:1
O -2.30 -0.06 0.12 -0.741
C -1.21 0.39 0.49 0.759
O -0.94 1.05 1.52 -0.778
C -0.03 0.07 -0.46 -0.646
N 1.83 -0.52 -0.27 -0.749
H 0.18 -1.00 -0.59 0.299
H -0.22 0.40 -1.47 0.217
H 1.74 -0.90 0.68 0.293
H 0.95 0.56 -0.02 0.345
```

- Charge: -1
- Spin multiplicity: 1
- Kohn-Sham gap: 0.30820 hartree

***

Which structure wins on stability? arrangement a wins.